This record from OMol25 describes C17H30F5NOP2Zr as an isolated structure in a non-equilibrium geometry. The level of theory is ωB97M-V/def2-TZVPD.

Each line ends with the Löwdin charge.
Geometry (Å):
Zr  0.16749  0.73152  -0.12347  1.211
P  2.45570  -0.21117  -1.40512  0.743
P  -2.23706  0.81845  0.91743  0.682
N  -0.57190  0.39747  -1.87592  -0.289
H  0.79796  -1.45470  2.57379  0.061
C  2.97293  -1.96118  -1.39174  -0.259
H  4.02303  -2.06078  -1.71190  0.053
H  2.33520  -2.52874  -2.08317  0.051
H  2.86487  -2.40489  -0.39469  0.019
C  3.93197  0.63981  -0.75853  -0.290
H  4.84026  0.25894  -1.24302  0.045
H  4.00575  0.50632  0.32584  0.022
H  3.83867  1.71402  -0.95898  0.044
C  2.50455  0.19109  -3.19092  -0.278
H  3.52441  0.07159  -3.59051  0.047
H  2.16753  1.22817  -3.33113  0.041
H  1.80744  -0.46941  -3.72686  0.043
C  -3.24600  -0.56289  1.49634  -0.254
H  -4.26928  -0.19939  1.65876  0.053
H  -2.84278  -0.97131  2.42941  0.024
H  -3.26545  -1.35677  0.74108  0.059
C  -2.33239  1.94448  2.33138  -0.270
H  -3.37897  2.23937  2.47885  0.051
H  -1.72606  2.83814  2.13781  0.042
H  -1.95463  1.46088  3.23938  0.027
C  -3.34613  1.62201  -0.29157  -0.280
H  -4.32780  1.76367  0.18214  0.043
H  -3.44144  0.99299  -1.18517  0.044
H  -2.93166  2.59052  -0.59819  0.044
C  -1.09772  0.48906  -3.09016  -0.485
C  -2.00478  -0.53137  -5.14129  -0.123
C  -1.49505  -0.66529  -3.84890  -0.058
C  -1.28635  1.75016  -3.70760  -0.085
C  -1.79249  1.89612  -4.99312  -0.106
C  -2.16817  0.73539  -5.73916  -0.119
H  -2.29558  -1.42349  -5.73924  0.102
H  -1.38286  -1.63406  -3.38919  0.090
H  -1.00587  2.63220  -3.13363  0.086
H  -1.91103  2.86933  -5.45657  0.089
H  -2.56817  0.83804  -6.74917  0.084
C  1.83196  -0.52617  2.51015  -0.573
O  1.72491  0.49094  1.54949  -0.441
C  2.92520  -1.57634  2.26415  -0.049
H  3.71566  -1.43135  3.03024  0.076
H  3.33210  -1.44087  1.24775  0.041
H  2.63082  -2.67262  2.36907  0.108
C  1.84862  0.10593  3.90650  -0.026
H  1.25480  -0.43988  4.63771  0.055
H  1.47933  1.14766  3.83755  0.092
H  2.90644  0.08414  4.19628  0.079
F  -0.07781  -2.56431  1.06187  -0.158
C  0.06660  -1.27448  1.55323  -0.161
F  -0.96643  -0.96381  3.97100  0.103
C  -1.40596  -0.94195  5.25530  -0.683
F  -2.62754  -1.46906  5.27747  0.186
F  -0.56099  -1.64883  6.01212  0.181
F  -1.43587  0.33667  5.65686  0.170

Cartesian forces, eV/Å:
Zr 1.84 -4.02 0.87
P 0.07 0.19 -0.10
P -0.70 0.35 -0.04
N 0.73 1.06 3.05
H -0.82 1.28 -0.59
C 0.03 -0.40 -0.04
H -0.33 0.07 0.04
H 0.13 0.15 0.20
H -0.05 0.13 -0.34
C 0.38 0.04 -0.06
H -0.09 0.16 0.08
H -0.09 0.03 -0.24
H 0.07 -0.16 0.04
C 0.13 -0.02 -0.03
H -0.34 0.03 0.04
H 0.09 -0.31 -0.02
H 0.17 0.25 0.15
C -0.17 -0.45 -0.02
H 0.18 -0.09 -0.01
H -0.02 0.10 -0.33
H 0.03 0.12 0.17
C -0.13 0.37 0.36
H 0.21 0.04 0.13
H -0.19 -0.11 0.10
H -0.05 0.09 -0.22
C -0.25 0.02 0.13
H 0.12 0.09 -0.27
H 0.06 0.14 0.20
H -0.11 -0.21 0.05
C -0.88 -0.80 -2.17
C -0.26 0.20 -0.54
C 0.06 1.02 -0.13
C -0.03 0.26 -0.25
C -0.36 -1.67 -0.56
C 0.48 0.52 0.97
H 0.26 0.63 0.65
H 0.04 -0.17 0.05
H 0.00 -0.11 -0.06
H 0.04 0.02 0.18
H 0.13 -0.08 0.32
C 0.93 1.29 -2.35
O -0.21 -0.80 1.25
C 0.57 -0.59 0.30
H -0.07 -0.07 -0.64
H -0.08 -0.05 0.67
H -0.07 1.43 -0.15
C -0.27 -0.13 -0.39
H 0.24 -0.05 0.09
H 0.23 -0.66 0.04
H -0.31 0.27 0.27
F 0.63 -0.04 0.31
C -1.57 0.61 -1.75
F -0.65 -0.01 1.69
C 0.49 0.13 -1.20
F 0.63 0.30 0.37
F -0.78 0.52 -0.32
F -0.09 -0.94 0.04

Values from the calculation:
* lowest unoccupied orbital energy (spin up / spin down): -0.353 / -0.354 eV
* gap between HOMO and LUMO (spin up / spin down): 5.11 / 5.11 eV
* total energy: -55093.578 eV
* HOMO level (spin up / spin down): -5.466 / -5.469 eV